Arrangement 1

# C6H8O2

An isolated molecule of C6H8O2 (ωB97M-V/def2-TZVPD, the Open Molecules 2025 dataset).

Structure (ORCA input):
```
! wB97M-V def2-TZVPD RIJCOSX def2/J DEFGRID3
* xyz 0 1
C -0.26 1.14 0.03
C -1.68 0.68 0.16
C 1.90 -0.19 0.75
C 1.71 -0.31 -0.80
C -1.59 -0.83 -0.19
C 0.56 -0.13 0.13
O 0.10 2.28 -0.02
O -0.31 -1.24 0.31
H -2.10 0.76 1.11
H -2.44 1.10 -0.56
H 2.01 -0.95 1.37
H 2.20 0.73 1.15
H 2.19 0.42 -1.42
H 1.91 -1.33 -1.21
H -2.42 -1.25 0.40
H -1.78 -0.88 -1.21
*
```

Results
LUMO level: 0.9 eV
SMILES string: O=C1CCOC12CC2



Arrangement 2

# C6H8O2

An isolated molecule of C6H8O2 (ωB97M-V/def2-TZVPD, the Open Molecules 2025 dataset).

Structure (ORCA input):
```
! wB97M-V def2-TZVPD RIJCOSX def2/J DEFGRID3
* xyz 0 1
C -2.28 0.04 -0.07
C -0.75 -0.24 0.04
C -0.05 -1.37 -0.20
C 1.38 -1.12 0.08
C 1.28 1.16 -0.37
C 0.33 0.64 0.73
H -2.48 0.84 0.68
H -2.96 -0.80 0.08
H -2.38 0.64 -0.99
H -0.16 -2.00 -1.09
H 2.00 -2.00 0.26
H 2.09 1.78 0.03
H 0.83 1.65 -1.27
H 0.10 1.21 1.62
O 1.82 -0.07 -0.79
O 1.25 -0.37 1.26
*
```

Results
LUMO level: 0.8 eV
SMILES string: CC1=C[C@H]2OC[C@@H]1O2



Arrangement 3

# C6H8O2

A structure of composition C6H8O2 (ωB97M-V/def2-TZVPD, the Open Molecules 2025 dataset).

Structure (ORCA input):
```
! wB97M-V def2-TZVPD RIJCOSX def2/J DEFGRID3
* xyz 0 1
C -0.10 -0.17 1.43
C -0.58 -1.38 0.65
C -0.12 -1.72 -0.60
C 0.62 -0.60 -1.10
C 1.16 0.17 -2.18
C 0.59 0.58 0.17
H -1.28 1.15 0.66
H 0.80 -0.45 2.22
H -1.40 -2.32 0.99
H -0.85 -2.49 -1.25
H 1.54 1.23 -1.80
H 1.43 -0.30 -3.21
H 1.48 1.05 0.52
H -0.25 2.28 0.46
O -1.17 0.67 1.81
O -0.19 1.64 -0.40
*
```

Results
LUMO level: 0.4 eV



Short version: arrangement 1 is the most stable of them.



Arrangement 1

# C7H17NP

The ion C7H17NP with charge +1 (ωB97M-V/def2-TZVPD, the Open Molecules 2025 dataset).

Structure (ORCA input):
```
! wB97M-V def2-TZVPD RIJCOSX def2/J DEFGRID3
* xyz 1 1
C 1.15 -1.92 -0.87
C -0.24 -2.12 -0.13
C 1.23 -0.51 -1.50
C -0.52 -1.13 0.92
C 0.92 0.67 -0.57
C -0.57 0.69 -0.17
C -0.56 1.85 2.14
N -0.71 1.98 0.64
P -2.03 0.60 -1.37
H 2.01 -2.04 -0.18
H 1.45 -2.49 -1.80
H -1.05 -2.21 -0.75
H -0.23 -3.05 0.40
H 2.39 -0.22 -1.70
H 0.79 -0.51 -2.44
H -1.60 -1.21 1.30
H 0.17 -0.88 1.67
H 1.52 0.51 0.32
H 1.11 1.66 -0.80
H -1.54 1.33 2.36
H 0.24 1.28 2.67
H -0.58 2.86 2.54
H 0.09 2.55 0.37
H -1.52 2.52 0.58
H -1.87 -0.81 -1.57
H -1.40 0.77 -2.52
*
```

Results
LUMO level: -3.0 eV



Arrangement 2

# C7H17NP

A cluster of 2 separate species, C7H17NP in total (ωB97M-V/def2-TZVPD, the Open Molecules 2025 dataset).

Structure (ORCA input):
```
! wB97M-V def2-TZVPD RIJCOSX def2/J DEFGRID3
* xyz 1 1
C 0.51 0.73 -3.51
C 2.02 -0.19 1.83
C 0.49 1.80 1.65
C -0.75 -1.92 0.77
C -2.32 -0.26 -0.09
C 1.35 0.97 1.14
C -0.09 -0.26 -0.98
N -0.93 -0.51 0.28
P -0.84 0.31 -2.40
H 1.39 1.08 -2.90
H 0.20 1.75 -3.99
H 1.35 -0.43 2.74
H 2.04 -0.99 1.06
H 2.97 0.07 2.28
H 0.68 -0.06 -4.32
H 0.19 2.72 1.15
H 0.02 1.68 2.61
H -1.26 -2.60 0.15
H 0.27 -2.28 0.93
H -1.22 -1.91 1.78
H -2.86 -0.96 -0.81
H -2.91 -0.23 0.81
H -2.50 0.68 -0.46
H 1.78 1.08 0.15
H 1.01 -0.56 -0.81
H -0.61 0.31 0.93
*
```

Results
LUMO level: -3.9 eV



Short version: arrangement 2 is the most stable of them.



Arrangement 1

# C3H6ClN2

A cluster of 2 separate species, C3H6ClN2 in total (ωB97M-V/def2-TZVPD, the Open Molecules 2025 dataset).

Structure (ORCA input):
```
! wB97M-V def2-TZVPD RIJCOSX def2/J DEFGRID3
* xyz 1 1
C 0.56 0.02 -0.20
C -2.31 -0.29 1.94
C 1.37 0.91 -1.01
N 0.19 -1.13 -0.49
N -1.58 -1.06 1.50
Cl -3.47 0.69 2.29
H 0.06 0.48 0.71
H 2.17 0.41 -1.76
H 1.95 1.50 -0.34
H 0.80 1.70 -1.58
H -0.38 -1.64 0.29
H 0.64 -1.59 -1.34
*
```

Results
LUMO level: -4.2 eV



Arrangement 2

# C3H6ClN2

A cluster of 2 separate species, C3H6ClN2 in total (ωB97M-V/def2-TZVPD, the Open Molecules 2025 dataset).

Structure (ORCA input):
```
! wB97M-V def2-TZVPD RIJCOSX def2/J DEFGRID3
* xyz 1 1
C -0.04 -0.57 -2.16
C -0.77 -1.25 0.08
C 0.35 0.88 2.16
N -0.19 -1.00 -0.90
N 0.27 1.29 0.97
Cl -1.44 -1.72 1.38
H 0.48 0.41 -2.09
H 0.79 -0.94 -2.80
H -0.18 -0.01 2.39
H 0.85 1.44 2.99
H -0.94 -0.72 -2.73
H 0.83 2.19 0.71
*
```

Results
LUMO level: -4.4 eV



Short version: arrangement 1 is the most stable of them.



Arrangement 1

# C4H8IN2

A structure of composition C4H8IN2 (ωB97M-V/def2-TZVPD, the Open Molecules 2025 dataset).

Structure (ORCA input):
```
! wB97M-V def2-TZVPD RIJCOSX def2/J DEFGRID3
* xyz 1 1
C -0.38 -1.68 -0.86
C 0.08 -0.51 1.10
C 0.51 0.26 -0.12
C 0.13 1.71 -0.33
N 0.12 -0.54 -1.23
N -0.44 -1.75 0.53
I 3.30 -0.18 0.07
H -0.75 -2.51 -1.47
H 0.76 -0.82 1.95
H -0.68 0.06 1.83
H 0.92 2.37 0.02
H -0.83 1.82 0.05
H 0.08 1.84 -1.40
H 0.26 -0.26 -2.12
H -0.77 -2.49 1.01
*
```

Results
LUMO level (spin up / spin down): -5.7 / -5.9 eV



Arrangement 2

# C4H8IN2

A cluster of 2 separate species, C4H8IN2 in total (ωB97M-V/def2-TZVPD, the Open Molecules 2025 dataset).

Structure (ORCA input):
```
! wB97M-V def2-TZVPD RIJCOSX def2/J DEFGRID3
* xyz 1 1
C -0.20 0.43 0.46
C -3.21 0.96 -0.52
C 2.05 -0.14 1.14
C 0.89 -1.15 -0.94
N -2.92 1.98 -1.13
N 0.85 -0.25 0.21
I -4.57 -0.28 0.27
H -0.30 0.88 1.44
H 2.11 0.90 1.39
H 2.92 -0.59 0.48
H 1.82 -0.78 2.02
H 0.44 -2.13 -0.57
H 1.87 -1.25 -1.36
H 0.23 -0.74 -1.61
H -1.97 2.16 -1.29
*
```

Results
LUMO level (spin up / spin down): -6.0 / -6.0 eV



Short version: arrangement 1 is the most stable of them.



Arrangement 1

# C12H17N

A cluster of 2 separate species, C12H17N in total (ωB97M-V/def2-TZVPD, the Open Molecules 2025 dataset).

Structure (ORCA input):
```
! wB97M-V def2-TZVPD RIJCOSX def2/J DEFGRID3
* xyz 0 1
C 0.46 2.63 -1.71
C 0.42 4.07 -1.28
H 0.82 1.91 -0.98
H -0.52 2.31 -2.09
H 0.95 2.51 -2.67
H -0.33 4.20 -0.48
H 1.22 4.41 -0.60
H 0.23 4.85 -2.02
C -1.35 -2.50 -0.95
C -1.14 -1.54 -2.12
C -0.32 -2.29 0.10
C 0.65 -3.15 0.44
C -0.23 -1.08 0.88
C 0.93 -1.31 1.68
C -0.82 0.18 0.93
C 1.32 -0.43 2.69
C -0.42 1.07 1.90
C 0.57 0.72 2.83
N 1.47 -2.53 1.40
H -2.37 -2.42 -0.57
H -1.31 -3.50 -1.37
H -0.10 -1.34 -2.38
H 0.80 -4.15 0.08
H 1.92 -3.05 2.14
H -1.51 0.40 0.12
H 2.14 -0.71 3.33
H -0.97 1.99 2.06
H 0.64 1.31 3.73
H -1.61 -0.56 -2.06
H -1.54 -2.00 -3.03
*
```

Results
LUMO level: 0.9 eV
SMILES string: CCc1c[nH]c2ccccc12.CC



Arrangement 2

# C12H17N

A cluster of 2 separate species, C12H17N in total (ωB97M-V/def2-TZVPD, the Open Molecules 2025 dataset).

Structure (ORCA input):
```
! wB97M-V def2-TZVPD RIJCOSX def2/J DEFGRID3
* xyz 0 1
C -2.79 -0.47 -1.97
C -1.40 -0.90 0.23
C -2.02 -0.04 -0.75
C -0.86 -0.05 1.21
C -1.96 1.22 -0.26
C -0.23 -2.72 1.24
C 0.24 -1.90 2.27
C -1.09 -2.26 0.25
C -0.02 -0.55 2.21
N -1.35 1.23 0.98
H -0.01 -3.78 1.27
H 0.75 -2.31 3.12
H -1.49 -2.97 -0.46
H 0.12 0.18 3.01
H -2.58 -1.53 -2.16
H -2.32 -0.02 -2.86
H -2.41 2.10 -0.69
H -0.82 1.92 1.49
H -3.84 -0.24 -1.95
C 2.74 1.41 -0.30
C 2.34 -0.07 -0.29
C 1.72 2.30 -1.01
H 3.69 1.56 -0.80
H 2.78 1.71 0.75
H 1.72 -0.28 -1.17
H 3.20 -0.74 -0.35
H 0.69 1.97 -0.83
H 1.70 -0.36 0.55
H 1.83 2.24 -2.10
H 1.68 3.33 -0.63
*
```

Results
LUMO level: 0.9 eV
SMILES string: Cc1c[nH]c2ccccc12.CCC



Arrangement 3

# C12H17N

A cluster of 2 separate species, C12H17N in total (ωB97M-V/def2-TZVPD, the Open Molecules 2025 dataset).

Structure (ORCA input):
```
! wB97M-V def2-TZVPD RIJCOSX def2/J DEFGRID3
* xyz 0 1
C -0.26 -2.51 3.98
C 0.02 -0.33 0.97
C -0.41 -1.53 1.56
C -0.13 -1.41 2.97
C 0.40 -0.17 3.17
C -0.81 -1.07 -1.13
C -0.23 -0.06 -0.38
C -1.17 -2.29 -0.55
C -1.01 -2.54 0.79
N 0.49 0.50 1.96
H -0.97 -0.89 -2.18
H -0.05 0.92 -0.79
H -1.55 -3.09 -1.18
H -1.34 -3.42 1.33
H 1.08 1.29 1.77
H 0.72 0.32 4.08
H -1.07 -2.39 4.70
H 0.65 -2.62 4.59
H -0.45 -3.44 3.46
C 1.41 3.18 -3.80
C 0.34 4.28 -3.81
C 0.79 1.80 -3.56
H 1.90 3.24 -4.77
H 2.16 3.37 -3.03
H 0.73 5.28 -3.62
H -0.13 1.66 -4.13
H 1.57 1.07 -3.71
H 0.61 1.71 -2.49
H -0.14 4.28 -4.79
H -0.40 4.10 -3.04
*
```

Results
LUMO level: 0.9 eV
SMILES string: Cc1c[nH]c2ccccc12.CCC



Arrangement 4

# C12H17N

A cluster of 2 separate species, C12H17N in total (ωB97M-V/def2-TZVPD, the Open Molecules 2025 dataset).

Structure (ORCA input):
```
! wB97M-V def2-TZVPD RIJCOSX def2/J DEFGRID3
* xyz 0 1
C -1.01 -1.99 -3.15
C -1.54 -0.19 0.09
C -1.05 -0.22 -1.22
C -1.39 -1.48 -1.81
C -2.15 -2.12 -0.86
C -0.45 1.86 0.54
C -1.27 0.85 0.98
C 0.05 1.86 -0.78
C -0.22 0.83 -1.66
N -2.26 -1.36 0.28
H -0.14 2.62 1.25
H -1.65 0.82 1.99
H 0.67 2.68 -1.12
H 0.10 0.92 -2.69
H -2.92 -1.60 1.00
H -2.67 -3.07 -0.90
H -0.90 -3.07 -3.25
H -0.04 -1.73 -3.57
H -1.75 -1.69 -3.89
C 2.80 0.84 1.61
C 2.10 0.06 2.75
C 4.25 1.06 2.09
H 2.32 1.80 1.48
H 2.76 0.25 0.70
H 2.83 -0.68 3.11
H 1.91 0.65 3.65
H 4.26 1.17 3.18
H 4.75 1.98 1.77
H 1.20 -0.49 2.46
H 4.91 0.24 1.80
*
```

Results
LUMO level: 0.9 eV
SMILES string: Cc1c[nH]c2ccccc12.CCC



Short version: arrangement 3 is the most stable of them.